Run P
Computed, not measured: an isolated molecule of C5H6N2O2, with ωB97M-V/def2-TZVPD.

Computed properties:
2S+1	1
orbital gap	0.3273	Eh
HOMO level	-9.3	eV

Geometry as XYZ:
```
15
Properties=species:S:1:pos:R:3:lowdin_charge:R:1
C 0.94229 1.78882 -0.00354 -0.1008
C -0.43609 1.68178 -0.09891 0.0015
C 1.50278 0.53582 0.00555 -0.0475
C -0.76047 0.32136 -0.06015 -0.2003
C 0.55213 -1.76568 0.13006 -0.0506
N 0.41529 -0.36576 -0.01320 -0.1069
N -2.02903 -0.21883 -0.05209 -0.3504
O -2.95720 0.54527 0.10515 0.0958
O -2.12131 -1.41503 -0.29067 0.0646
H 1.60771 2.73765 -0.05434 0.1366
H -1.15827 2.42785 -0.18065 0.0955
H 2.54211 0.12563 0.18516 0.1390
H 1.74343 -2.07645 -0.00315 0.1516
H 0.20840 -2.14360 1.05492 0.0718
H -0.05178 -2.17883 -0.72413 0.1001
```



Run Q
Computed, not measured: an isolated molecule of C5H6N2O2, with ωB97M-V/def2-TZVPD.

Computed properties:
2S+1	1
orbital gap	0.3823	Eh
HOMO level	-10.3	eV

Geometry as XYZ:
```
15
Properties=species:S:1:pos:R:3:lowdin_charge:R:1
C -0.85364 0.20477 1.51384 -0.0224
C 0.01827 0.35818 -2.18686 0.0015
N -0.08831 0.09861 -0.77233 0.0001
C 0.93836 -0.37563 -0.02418 -0.3971
C -0.96417 0.79960 0.13064 -0.3665
C 0.35555 -0.64459 1.36409 -0.2748
N 0.90460 -1.37844 2.26509 0.1809
O 2.03797 -0.77436 -0.35242 0.1065
O -1.80923 1.60896 -0.20871 0.1085
H 1.75880 -1.81436 1.88180 0.0702
H -1.72913 -0.40014 1.75682 0.1443
H -0.68937 0.98850 2.25675 0.1435
H 0.33452 1.39387 -2.34523 0.1040
H -0.97115 0.24497 -2.63923 0.1008
H 0.75692 -0.30992 -2.64006 0.1006
```



Run R
Computed, not measured: a cluster of 2 separate species, C5H6N2O2 in total, with ωB97M-V/def2-TZVPD.

Computed properties:
2S+1	1
orbital gap	0.3589	Eh
HOMO level	-10.4	eV

Geometry as XYZ:
```
15
Properties=species:S:1:pos:R:3:lowdin_charge:R:1
C 2.17273 -1.86783 -0.58562 -0.3160
C -0.21991 -0.32843 -0.54577 0.1792
C 0.90586 -1.96643 -1.09275 -0.0276
C -0.51845 0.81846 0.22338 -0.2498
C 0.07075 1.21592 1.50159 -0.0419
N 3.23781 -1.74432 -0.16494 0.1680
N -1.71101 1.51569 -0.16848 -0.4036
O -1.94786 2.66383 0.16766 0.0913
O -2.43444 0.95266 -0.92254 0.0592
H -1.02026 -0.38155 -1.39416 0.0988
H 0.23802 -2.65394 -0.54100 0.1005
H 0.75415 -2.04988 -2.16783 0.0971
H -0.70996 1.35090 2.24163 0.0952
H 0.66205 2.05626 1.39971 0.0671
H 0.52055 0.41866 2.04910 0.0825
```



Which of them is least stable? Easy: run R.